Density functional theory data (ωB97M-V/def2-TZVPD) for an isolated ion of composition C5H15NP and charge +1 at a distorted geometry.

```
22
Properties=species:S:1:pos:R:3
C 1.5334 1.9228 -0.0149
C -1.1631 -1.9370 0.3339
C -2.2588 -0.0152 -0.7419
C -0.3294 0.3285 0.8258
C 1.3760 0.5147 0.5603
N -0.9479 -0.5291 -0.1727
P 2.1754 -0.9381 -0.4851
H 1.1256 2.0200 -0.9571
H 2.5755 2.2137 -0.2530
H 1.0295 2.6450 0.6353
H -1.5012 -2.5714 -0.4415
H -0.0843 -2.1161 0.6705
H -1.9179 -1.7352 1.1122
H -2.3053 0.9514 -1.1010
H -2.6813 -0.7126 -1.5989
H -3.0271 -0.2515 0.0598
H -0.7519 1.3515 0.7269
H -0.3659 0.0000 1.7741
H 1.7630 0.3855 1.5883
H -0.1739 -0.6441 -0.8735
H 3.4388 -0.8532 -0.0866
H 2.4908 -0.0295 -1.5607
```

Computed properties:
HOMO level in eV: -13.66
Structure (SMILES): C[C@H](P)C[NH+](C)C
Gap between HOMO and LUMO in eV: 10.88
LUMO in Eh: -0.1023
Energy above the lowest of the compared OMol25 structures with the same formula, charge and spin in eV: 1.808
Total charge: +1
Multiplicity: 1

Löwdin atomic charge list, values in e, 6 entries: -0.1489, 0.0213, 0.0181, -0.1150, -0.4758, -0.2535

Density functional theory data (ωB97M-V/def2-TZVPD) for C5H15NP2 as an isolated structure at a distorted geometry.

```
23
Properties=species:S:1:pos:R:3
C -0.5799 1.6214 -0.1454
C 2.2936 -1.2476 0.8123
C 2.6451 1.1543 -0.9306
C -1.8965 -1.0151 -1.2283
C -2.2932 -0.6175 1.4908
N -0.0044 0.4327 0.3735
P 1.4732 -0.3112 -0.6497
P -0.9459 -0.9943 0.3078
H -0.7523 1.5568 -1.2115
H -1.7122 1.6355 0.1286
H 0.0831 2.5400 -0.0368
H 2.9362 -1.9521 0.3573
H 1.3981 -1.7453 1.3274
H 2.8587 -0.7883 1.5787
H 2.7111 1.5195 -1.9397
H 3.6485 0.9014 -0.5429
H 2.1725 1.8548 -0.2527
H -1.1545 -1.3311 -1.9884
H -2.2491 0.0179 -1.4963
H -2.7812 -1.6684 -1.1763
H -1.9197 -0.3358 2.5318
H -2.9412 -1.4890 1.4028
H -2.9901 0.2613 1.2876
```

Computed properties:
HOMO level in eV: -7.93
Gap between HOMO and LUMO in eV: 8.92
LUMO in Eh: 0.0362
Energy above the lowest of the compared OMol25 structures with the same formula, charge and spin in eV: 0.279
Multiplicity: 1

Löwdin atomic charge list, values in e, 6 entries: -0.2662, -0.3100, -0.2920, -0.3246, -0.3245, -0.5443

Density functional theory data (ωB97M-V/def2-TZVPD) for a 3-piece molecular cluster, C5H15NS2 overall at a distorted geometry.

```
23
Properties=species:S:1:pos:R:3
C 2.0275 0.1500 0.6223
C 3.1389 -0.6978 1.2143
S 4.2416 -1.2074 -0.1348
N 1.1840 0.5871 1.7676
H 1.3713 -0.4510 -0.0154
H 2.4604 1.0133 0.1035
H 2.7140 -1.5534 1.7366
H 3.7288 -0.1735 1.9767
H 5.0313 -1.9683 0.6439
H -0.4190 1.4487 -0.1089
H 1.6537 1.3578 2.2276
H 0.2882 0.9257 1.4127
C -2.4213 -1.2628 -1.0826
C -2.3210 0.1264 -1.6659
C -2.7650 1.2588 -0.7524
S -1.9859 1.1875 0.9133
H -1.8051 -1.3591 -0.1751
H -2.1006 -2.0154 -1.7983
H -3.4320 -1.4280 -0.6985
H -1.2540 0.3320 -1.8780
H -2.9044 0.1879 -2.5967
H -3.8437 1.2758 -0.5669
H -2.5878 2.2656 -1.1451
```

Computed properties:
HOMO level in eV: -8.94
Gap between HOMO and LUMO in eV: 8.21
LUMO in Eh: -0.0268
Energy above the lowest of the compared OMol25 structures with the same formula, charge and spin in eV: 2.456
Multiplicity: 1

Löwdin atomic charge list, values in e, 6 entries: -0.3851, -0.5955, 0.6734, -0.0342, 0.1022, 0.0989

Density functional theory data (ωB97M-V/def2-TZVPD) for C5H15O2P3S as an isolated structure at a distorted geometry.

```
26
Properties=species:S:1:pos:R:3
C 0.5042 -1.1840 2.0436
C -0.6027 0.9494 2.4873
C -1.7624 -0.4352 0.7686
C -0.4122 -0.0817 1.3886
C 0.5895 0.1161 -1.7690
O 1.9297 0.9972 0.6164
O -0.2124 2.0864 -0.0546
P 0.7176 -1.7577 -1.5378
P -1.0430 0.7133 -2.2105
P 2.3608 0.3772 -2.0671
S 0.5956 0.9193 0.0973
H 0.8860 -1.9012 1.3006
H 1.4107 -0.7706 2.4055
H -0.1337 -1.6343 2.8089
H -1.0117 1.9187 2.0839
H 0.3585 0.9654 2.8697
H -1.4522 0.6619 3.1912
H -2.1693 0.4813 0.4515
H -1.4832 -1.0684 -0.0126
H -2.3765 -1.0057 1.4561
H -0.6780 -1.9157 -1.3879
H 0.5351 -2.0246 -2.9364
H -0.2984 1.8299 -2.7923
H -1.0791 -0.1322 -3.3156
H 2.5455 0.1662 -3.4755
H 2.2814 1.7288 -2.4101
```

Computed properties:
HOMO level (spin up / spin down) in eV: -4.18 / -9.30
Gap between HOMO and LUMO (spin up / spin down) in eV: 4.74 / 5.01
LUMO (spin up / spin down) in Eh: 0.0203 / -0.1577
Multiplicity: 3
Expectation value of S²: 2.011

Löwdin atomic charge list, values in e, 6 entries: -0.0559, -0.0972, -0.0972, -0.5854, -1.2812, -0.3472

Density functional theory data (ωB97M-V/def2-TZVPD) for one molecule with the formula C5H15O2PSSi at a distorted geometry.

```
25
Properties=species:S:1:pos:R:3
C -2.2648 2.5211 2.6149
C 0.5610 -1.1316 -3.3233
C 2.6641 -0.5453 -0.9457
C 0.4694 -2.8840 -0.5894
C -1.4602 1.2373 2.7191
O -1.4124 0.5515 1.4821
O -0.5501 -0.0004 -0.7371
Si 1.0240 -1.3109 -1.4922
P -0.5285 1.1377 0.2692
S 1.1736 1.8796 0.8690
H -1.7347 3.2350 1.9878
H -3.2383 2.3186 2.1716
H -2.4053 2.9549 3.6008
H -0.3174 -1.7209 -3.5738
H 0.3386 -0.0959 -3.5685
H 1.3754 -1.4604 -3.9641
H 2.8227 0.4241 -1.4130
H 2.6697 -0.3682 0.1289
H 3.5094 -1.1831 -1.1909
H -0.5973 -3.0516 -0.7181
H 0.9969 -3.7595 -0.9605
H 0.6606 -2.8101 0.4795
H -1.9217 0.5384 3.4242
H -0.4371 1.4644 3.0464
H -1.3975 2.0591 -0.3171
```

Computed properties:
HOMO level in eV: -8.45
Structure (SMILES): CCO[P@@H](=S)O[Si](C)(C)C
Gap between HOMO and LUMO in eV: 8.95
LUMO in Eh: 0.0185
Energy above the lowest of the compared OMol25 structures with the same formula, charge and spin in eV: 0.000
Multiplicity: 1

Löwdin atomic charge list, values in e, 6 entries: -0.0927, -0.1734, -0.2169, -0.1725, -0.3441, -0.3263

Density functional theory data (ωB97M-V/def2-TZVPD) for C5H16CeO3P2 as an isolated structure at a distorted geometry.

```
27
Properties=species:S:1:pos:R:3
C 0.9268 -3.2668 -0.0364
O -0.4692 -2.9714 -0.1627
C -0.6534 -1.6427 -0.0357
C -2.0460 -1.1541 0.1502
C -2.0939 0.2788 0.7187
C -1.7233 1.4193 -0.2670
P 0.0062 2.1823 -0.0716
P 2.2446 2.7824 0.2671
O 2.8717 2.9479 -1.2120
O 3.0147 1.3349 0.9094
H 1.5138 -2.3538 -0.3354
H 1.2253 -4.1166 -0.6308
H 1.1764 -3.4766 1.0031
H -0.0599 -1.3493 0.9215
H -0.1757 -1.0574 -0.9055
H -2.6057 -1.1864 -0.7740
H -2.5051 -1.8121 0.8755
H -3.1019 0.4645 1.0552
H -1.4748 0.3513 1.6105
H -2.3650 2.2796 -0.1223
H -1.8763 1.0833 -1.2860
H -0.3945 3.1098 0.9101
H 0.4329 0.8384 0.4927
H 0.0843 2.5979 -1.4349
H 2.8524 2.1460 -1.7615
H 3.5978 0.9616 0.2232
Ce 1.5978 -0.3907 -0.1016
```

Computed properties:
HOMO level (spin up / spin down) in eV: -20.45 / -20.41
Gap between HOMO and LUMO (spin up / spin down) in eV: 6.85 / 6.88
LUMO (spin up / spin down) in Eh: -0.4997 / -0.4970
Total charge: +3
Multiplicity: 2
Expectation value of S²: 0.756

Löwdin atomic charge list, values in e, 6 entries: 0.0131, -0.0124, -0.3816, -0.0865, -0.1887, -0.2952

Density functional theory data (ωB97M-V/def2-TZVPD) for a 2-piece molecular cluster, C5H16N overall at a distorted geometry.

```
22
Properties=species:S:1:pos:R:3
C 3.0490 0.3808 1.1106
N 1.7879 0.9284 0.5879
H 3.5214 1.1950 1.7185
H 2.8300 -0.4489 1.7508
H 3.7345 0.0825 0.2992
H 1.8834 1.5043 -0.2948
H 1.2888 1.4657 1.2595
H 1.2064 0.1321 0.3273
C -1.0596 -0.6476 1.4634
C -1.8006 -0.3931 0.1335
C -0.9530 -0.0804 -1.1164
C -1.7363 -0.3150 -2.4101
H -0.1380 -1.3114 1.3263
H -1.7213 -1.1022 2.2121
H -0.7305 0.3339 1.8748
H -2.4927 0.4851 0.2377
H -2.3717 -1.2403 -0.0437
H -0.0980 -0.7957 -1.1301
H -0.5159 0.9569 -1.0300
H -2.0887 -1.3606 -2.3264
H -1.0285 -0.1610 -3.2936
H -2.5665 0.3916 -2.6564
```

Computed properties:
HOMO level (spin up / spin down) in eV: -3.46 / -11.30
Gap between HOMO and LUMO (spin up / spin down) in eV: 4.58 / 11.95
LUMO (spin up / spin down) in Eh: 0.0414 / 0.0239
Energy above the lowest of the compared OMol25 structures with the same formula, charge and spin in eV: 0.220
Multiplicity: 2
Expectation value of S²: 0.751

Löwdin atomic charge list, values in e, 6 entries: -0.1910, -0.0032, 0.0735, 0.0649, 0.0689, 0.0425

Density functional theory data (ωB97M-V/def2-TZVPD) for an isolated ion of composition C5H16N2 and charge +1 at a distorted geometry.

```
23
Properties=species:S:1:pos:R:3
C -1.3511 -0.6365 1.3407
C 0.0639 -0.0511 1.3185
C 0.9375 -0.3803 0.0947
C 0.2457 -0.4390 -1.3002
C 0.2494 0.8630 -2.0547
N 1.6279 1.4357 -2.3479
N -1.7640 -0.9335 2.7853
H -1.9910 0.1278 0.9042
H -1.4579 -1.5475 0.7607
H -0.0376 1.0426 1.3749
H 0.6378 -0.2363 2.2340
H 1.7926 0.3024 0.0881
H 1.3931 -1.3545 0.3129
H -0.7570 -0.8296 -1.1360
H 0.7774 -1.2340 -1.8253
H -0.1587 0.7248 -3.0557
H -0.2414 1.6386 -1.4675
H 2.1331 1.7448 -1.4692
H 1.5632 2.2165 -3.0339
H 2.2557 0.7097 -2.7401
H -2.7855 -0.9608 2.7583
H -1.4003 -0.1597 3.3489
H -1.3880 -1.8453 3.0592
```

Computed properties:
HOMO level (spin up / spin down) in eV: -6.06 / -15.14
Gap between HOMO and LUMO (spin up / spin down) in eV: 2.41 / 11.42
LUMO (spin up / spin down) in Eh: -0.1343 / -0.1368
Energy above the lowest of the compared OMol25 structures with the same formula, charge and spin in eV: 1.579
Total charge: +1
Multiplicity: 2
Expectation value of S²: 0.751

Löwdin atomic charge list, values in e, 6 entries: -0.1625, -0.2319, -0.2363, -0.2065, -0.2410, 0.0540

Density functional theory data (ωB97M-V/def2-TZVPD) for a 2-piece molecular cluster, C5H16N2O overall at a distorted geometry.

```
24
Properties=species:S:1:pos:R:3
C -1.0643 -1.6178 0.5570
N -0.3689 -0.3644 0.0987
C 0.8310 -0.1960 0.9144
C 1.6234 1.0797 0.3557
C 2.1355 0.8184 -1.0818
N 3.2040 -0.1965 -1.1478
C -2.4506 -1.4500 -0.0219
H -1.2365 -1.5116 1.6394
H -0.5038 -2.5528 0.3996
H 0.0014 -0.4612 -0.8387
H 0.3240 0.0277 1.9478
H 1.5486 -0.8449 1.0386
H 0.8979 1.8706 0.2772
H 2.4133 1.2530 1.1210
H 1.2908 0.5843 -1.7357
H 2.4604 1.7053 -1.5039
H 4.1431 0.1159 -0.8275
H 2.9558 -1.1436 -0.8144
H -2.7204 -2.1378 -0.8330
H -3.1996 -1.6021 0.7686
H -2.4841 -0.5445 -0.5843
H -2.6392 1.1409 0.6789
H -2.9932 2.1711 -0.5662
O -3.3193 1.7563 0.3544
```

Computed properties:
HOMO level in eV: -9.11
Structure (SMILES): CCNCCCN.O
Gap between HOMO and LUMO in eV: 9.97
LUMO in Eh: 0.0316
Energy above the lowest of the compared OMol25 structures with the same formula, charge and spin in eV: 2.294
Multiplicity: 1

Löwdin atomic charge list, values in e, 6 entries: -0.2589, -0.0888, -0.2459, -0.1614, -0.2848, -0.0173

Density functional theory data (ωB97M-V/def2-TZVPD) for a 2-piece molecular cluster, C5H16N2O overall at a distorted geometry.

```
24
Properties=species:S:1:pos:R:3
C -2.5477 -0.0291 -0.2604
N -1.3716 0.8598 0.0960
C 1.1050 -2.2164 1.0529
C -0.0877 -1.1833 1.1208
C 0.0077 0.1451 0.1682
C 0.5658 -0.0461 -1.2563
N 1.3371 1.0442 -1.7070
H -3.4783 0.6006 -0.2969
H -2.4020 -0.2783 -1.3057
H -2.6385 -0.8382 0.3618
H -1.5180 1.1546 1.0323
H 1.6097 -2.4426 0.0111
H 1.9103 -1.7383 1.5840
H 0.7105 -3.1897 1.4470
H -0.2306 -0.9480 2.2182
H -1.0291 -1.6466 0.7081
H 0.8048 0.8748 0.6406
H -0.2405 -0.4925 -1.9960
H 1.1813 -0.8798 -0.9052
H 2.1547 0.8039 -2.2952
H 0.7868 1.7203 -2.1747
H 1.9055 3.0945 0.7330
H 0.4632 2.6785 0.1240
O 1.0014 2.9526 0.8993
```

Computed properties:
HOMO level in eV: -8.84
Structure (SMILES): CC[C@@H](CN)NC.O
Gap between HOMO and LUMO in eV: 9.89
LUMO in Eh: 0.0384
Energy above the lowest of the compared OMol25 structures with the same formula, charge and spin in eV: 2.370
Multiplicity: 1

Löwdin atomic charge list, values in e, 6 entries: -0.1106, -0.0781, -0.1248, -0.1894, -0.3178, -0.2989